(1)
Molecular formula: C4H4O2Rb
Method: DFT, ωB97M-V/def2-TZVPD

Summary:
E_LUMO (alpha / beta) = -9.072 / -9.072 eV
E_HOMO (alpha / beta) = -0.539 / -0.580 hartree
HOMO-LUMO gap (alpha / beta) = 5.602 / 6.700 eV
Total charge = +2
Spin multiplicity = 2

```
11
Properties=species:S:1:pos:R:3:forces:R:3
C -2.613768 -1.197567 1.039758 0.459 -1.132 0.950
O -2.874086 -0.349581 1.913409 0.009 0.370 -0.425
C -1.498220 -1.135827 0.209751 0.400 0.521 -0.562
H 0.514250 -1.371054 -0.280097 -0.369 -0.053 -0.158
C -0.482588 -1.035191 -0.591999 -0.139 0.288 0.323
H -0.577255 -0.530396 -1.560953 -0.027 -0.319 0.208
Rb -2.513107 2.383439 3.407583 -0.201 -0.317 -0.060
H -3.101342 -2.195848 1.046107 -0.300 0.615 -0.181
H 5.336307 2.233151 -1.676959 0.097 0.006 -0.038
C 3.367322 1.404364 -1.790087 -0.459 -0.195 -0.069
O 4.442488 1.794510 -1.716510 0.531 0.217 0.012
```
Forces are in eV/Å.

---

(2)
Molecular formula: C5H14N2
Method: DFT, ωB97M-V/def2-TZVPD

Summary:
E_LUMO (alpha / beta) = -2.972 / -7.500 eV
E_HOMO (alpha / beta) = -0.528 / -0.535 hartree
HOMO-LUMO gap (alpha / beta) = 11.402 / 7.065 eV
Total charge = +1
Spin multiplicity = 2

```
21
Properties=species:S:1:pos:R:3:forces:R:3
H -0.282581 -0.724454 -1.342193 -0.082 -0.172 0.154
H -2.051811 0.468994 -1.093410 -0.468 -0.631 0.204
H -1.832683 1.996260 -0.312440 0.236 0.056 0.347
H 2.879901 -0.654712 -1.490749 0.293 0.501 0.323
N 0.199135 1.487215 1.067177 -1.631 -0.690 -0.169
H -3.791390 0.202259 0.613977 0.297 -0.577 -0.117
H 2.602673 -2.276490 -1.686923 -0.788 -0.246 0.361
N -2.913852 0.642882 0.856885 -0.591 0.949 -0.284
C -1.978901 0.936634 -0.120529 -0.090 0.283 0.107
H 1.645347 -0.957180 0.925919 0.265 0.132 0.086
H -3.085246 1.378202 1.541754 0.180 -0.241 -0.179
H -0.647958 -0.354712 1.281049 -0.509 -0.101 -0.071
H 3.488455 -1.816409 -0.305333 -0.086 0.238 0.342
H 0.830702 0.534359 -1.263872 0.303 0.209 0.504
C -0.455325 0.365107 0.495141 2.019 1.101 0.317
H -0.234883 1.796004 1.936218 0.592 0.162 -0.070
C 0.377232 -0.229238 -0.623212 -0.577 -0.866 -1.343
H 0.397370 2.236628 0.409528 0.303 -0.048 0.266
C 2.621366 -1.522864 -0.890848 0.627 0.092 -1.296
H 0.864916 -2.234470 0.079508 -0.249 0.213 -0.051
C 1.367532 -1.274015 -0.077647 -0.040 -0.366 0.570
```
Forces are in eV/Å.

---

(3)
Molecular formula: C35H22ClCrN6O5S2
Method: DFT, ωB97M-V/def2-TZVPD

Summary:
E_LUMO (alpha / beta) = 3.682 / 3.682 eV
E_HOMO (alpha / beta) = -0.077 / -0.077 hartree
HOMO-LUMO gap (alpha / beta) = 5.771 / 5.789 eV
Total charge = -2
Spin multiplicity = 2

```
72
Properties=species:S:1:pos:R:3:forces:R:3
C -5.763215 3.892529 1.812922 -0.394 0.215 -0.002
N 0.036588 -2.517975 1.772336 0.087 0.055 -0.245
N -1.773508 -2.341590 -0.482692 0.576 -0.069 0.422
C 4.363885 0.458008 0.615917 0.200 0.092 -0.017
C 0.321169 1.828723 -4.170008 -0.002 0.007 -0.136
C -2.394764 2.455262 2.453486 -0.106 0.102 0.015
C 0.941406 2.965135 -3.688607 -0.060 -0.133 0.179
C -0.213555 0.918573 -3.275517 0.083 0.178 0.147
C 4.577122 1.199728 1.790329 -0.094 -0.069 0.065
O -3.163100 -3.530367 0.936172 0.020 0.066 0.138
C 5.478862 2.249358 1.767832 0.011 0.007 -0.032
C -1.276596 -2.616832 1.931089 0.140 0.038 0.011
O 3.580998 -0.632051 0.768682 -0.157 0.055 0.066
C -2.411900 -2.844081 -4.083207 0.085 0.099 0.064
C 6.135433 2.583653 0.592957 -0.102 -0.087 -0.065
H -2.941630 -2.784543 3.252481 0.017 0.008 0.012
C -2.157483 -2.846395 0.718405 -0.086 -0.007 -0.402
H -3.396143 -4.480096 -5.049808 0.005 0.000 0.006
C -1.983207 -2.289163 -2.874882 -0.251 -0.291 0.053
H -2.208914 -2.309122 -4.995505 0.029 0.001 -0.022
H 0.964235 -2.326696 4.995426 0.021 0.021 -0.032
C -3.241767 1.540924 0.375907 -0.012 -0.079 -0.021
H 2.723956 0.906990 2.806452 -0.005 -0.043 0.058
C -1.069226 -2.552633 4.313899 -0.096 -0.006 -0.111
C 3.793007 0.852542 3.024030 0.044 -0.027 -0.081
C -3.072383 -4.062168 -4.102635 -0.056 -0.051 -0.072
H 4.025612 1.538738 3.837679 0.011 -0.001 0.011
H 4.687022 0.383607 -1.504987 -0.009 -0.061 0.019
H -5.173552 2.239886 -0.201091 -0.036 0.029 0.027
C -4.396809 2.306037 0.549411 -0.025 0.079 0.128
C 0.800276 -2.409627 2.851271 -0.018 0.042 0.088
C -2.922231 -4.182642 -1.705271 0.022 -0.040 -0.047
C -0.877958 -0.326588 -3.772583 -0.187 -0.326 -0.043
H 0.241273 1.598993 -5.223120 -0.039 0.011 0.004
N -6.726296 4.512015 1.943795 0.049 -0.044 -0.034
H 1.362055 3.699422 -4.364224 0.028 -0.005 -0.004
C -2.262717 -2.947785 -1.649077 -0.185 -0.015 -0.134
O -0.998009 -0.510778 -4.986213 0.046 0.049 0.036
C 3.252414 -1.462818 -0.347125 -0.262 0.013 -0.236
H 4.001107 -0.169983 3.345286 -0.027 0.011 0.018
H 2.858045 -2.376770 0.090660 0.041 0.007 0.029
C -1.869413 -2.662839 3.191466 -0.092 0.133 0.066
C -4.573346 3.129991 1.655304 0.455 -0.186 0.089
H 6.323749 2.226381 -1.509939 0.018 0.002 0.006
H 4.139643 -1.677810 -0.949078 0.041 0.071 0.038
C 0.300348 -2.418557 4.144329 0.099 0.013 0.032
H 1.506101 3.992441 -1.877235 -0.014 -0.011 0.037
C 5.857580 1.918736 -0.583936 0.040 0.031 0.103
H 0.511379 2.271028 -0.412737 -0.063 -0.051 0.004
N -0.161511 1.087243 -1.946469 0.579 0.660 -0.789
N -3.774853 4.703144 4.711093 -0.008 -0.033 -0.046
C 1.015490 3.132900 -2.313355 0.025 0.093 -0.207
C -3.553005 3.203498 2.630034 -0.012 -0.274 -0.470
S -0.742242 0.727676 1.189235 0.040 -0.321 0.077
C 4.963857 0.856279 -0.574074 -0.076 -0.111 -0.092
O 0.979586 -1.198297 -0.880178 -0.481 0.270 0.262
C -2.209536 1.627437 1.343965 0.012 -0.036 0.082
H 5.666751 2.817029 2.670465 -0.003 -0.001 0.004
H -1.608248 2.508065 3.195127 -0.015 0.012 0.016
C 2.140882 -0.816191 -1.216648 0.452 0.092 -0.016
O 2.479153 -0.020186 -2.096005 -0.062 -0.202 0.080
Cr -0.908485 -0.495464 -0.928089 -0.655 -0.664 0.492
C -3.311265 -4.735056 -2.916086 0.040 0.016 -0.042
S -3.114269 0.496660 -0.998943 0.354 -0.030 -0.090
C 0.460632 2.174568 -1.489326 0.010 0.019 0.277
H -3.131932 -4.709649 -0.790725 -0.021 0.028 -0.009
H -3.810500 -5.698135 -2.926403 -0.015 0.010 0.025
Cl 7.306724 3.879668 0.602431 0.063 0.127 0.001
H -1.503027 -2.571129 5.306986 -0.015 0.009 -0.012
C -3.690215 4.034723 3.776116 0.004 0.230 0.346
H 1.865397 -2.297369 2.667842 0.020 -0.023 0.027
N -1.274925 -1.096206 -2.745038 -0.026 0.295 -0.154
```
Forces are in eV/Å.

---

(4)
Molecular formula: C4H7NO
Method: DFT, ωB97M-V/def2-TZVPD

Summary:
E_LUMO = 0.357 eV
E_HOMO = -0.262 hartree
HOMO-LUMO gap = 7.487 eV
Total charge = 0

```
13
Properties=species:S:1:pos:R:3:forces:R:3
O -2.781777 -0.757676 1.461385 -0.086 0.034 -0.137
C -1.914022 -0.338501 0.692880 0.067 -0.087 0.065
H 0.293915 -1.340663 -1.048245 -0.022 0.293 0.043
C -0.621958 0.064345 1.016296 0.009 -0.642 0.194
H -2.141334 -0.265656 -0.417492 0.055 -0.021 0.306
H -0.102445 1.526334 -0.232023 0.775 0.036 -0.917
H 2.317021 0.970695 -0.478760 -0.245 -0.019 0.084
H 1.947519 -0.463070 0.621495 -0.131 0.159 -0.097
N 0.196786 0.570780 -0.067504 -0.246 0.158 0.132
C 1.621080 0.193171 -0.179331 0.139 -0.003 0.118
H -0.154184 0.103658 1.986285 -0.110 -0.009 0.048
H 0.678323 0.062062 -2.184757 -0.118 0.151 0.269
C 0.661076 -0.325483 -1.170235 -0.086 -0.051 -0.107
```
Forces are in eV/Å.

---

(5)
Molecular formula: H4Na8O14S3
Method: DFT, ωB97M-V/def2-TZVPD

Summary:
E_LUMO (alpha / beta) = -5.386 / -5.443 eV
E_HOMO (alpha / beta) = -0.316 / -0.340 hartree
HOMO-LUMO gap (alpha / beta) = 3.213 / 3.808 eV
Total charge = +1
Spin multiplicity = 2

```
29
Properties=species:S:1:pos:R:3:forces:R:3
Na 0.363480 0.124740 3.106297 0.221 0.070 -0.084
Na -2.463320 0.727510 -0.002943 -1.235 -1.111 0.140
Na 3.499400 -0.499530 0.669007 0.007 -1.371 0.232
H -0.914510 3.712890 1.879217 -0.255 0.176 0.334
O 0.000090 4.567280 -1.647433 0.348 -0.493 -0.651
O -3.975740 -0.986810 0.949887 1.179 1.880 3.274
O 2.882430 -4.722670 -0.153433 -0.299 0.539 0.413
O -0.285990 -0.384410 0.621297 0.112 0.663 1.174
S -3.827540 -1.842790 -0.209563 -5.658 -2.231 -1.440
Na 2.893180 2.774960 1.522167 0.073 0.522 0.094
O -0.018500 1.752820 -0.365543 -2.142 2.468 -1.573
H -0.217410 3.158500 0.655037 -0.003 -0.351 -0.024
O 0.928020 -3.446500 0.327107 -3.907 0.992 0.045
O 1.373440 -0.022580 -0.988233 1.326 -1.073 -3.793
O 1.684180 0.985990 1.061877 1.459 0.514 2.798
Na -0.067940 -1.966350 -1.146993 -0.528 -1.305 0.322
O 2.914920 -2.857370 1.356867 2.080 3.030 4.567
S 0.687470 0.602640 0.100307 -1.219 -2.340 1.146
H -0.874340 4.953220 -1.698833 -0.240 0.317 0.050
O -2.431660 -2.141770 -0.410053 6.101 -0.409 -0.170
H -0.106650 3.806230 -1.076773 -0.063 0.190 0.227
Na 0.015850 1.220030 -2.637633 -0.126 0.507 -0.157
Na -0.849430 -2.569920 1.652257 -0.531 -0.831 -1.065
Na 3.006700 -0.866240 -2.491143 0.170 -0.984 0.488
O 2.731690 -2.506670 -0.914213 0.241 3.616 -3.133
O -4.590200 -3.087230 -0.132383 0.741 0.352 0.759
S 2.368070 -3.406650 0.184507 1.409 -5.481 -2.238
O -4.321310 -1.056900 -1.324413 0.540 1.813 -2.091
O -0.404370 3.977570 1.113747 0.198 0.329 0.359
```
Forces are in eV/Å.

---

no.,E_tot (eV)
1,-8941.11347
2,-8383.62797
3,-118450.49016
4,-7795.53232
5,-96568.29445